(1)
30
Properties=species:S:1:pos:R:3 method="wB97M-V/def2-TZVPD" e_lumo_ev="-4.938 / -3.441" de_lowest_kj_mol=23.2 homo_energy_ev="-11.4 / -11.6" total_charge=+1 gap_ha="0.23880 / 0.30103" multiplicity=5
Mn -1.194 0.428 -0.018
I -1.319 -1.755 -1.509
C 0.812 -1.722 -1.684
C 1.468 -2.768 -2.256
C 2.870 -2.693 -2.356
C 3.528 -1.583 -1.906
C 2.834 -0.491 -1.337
C 3.504 0.690 -0.946
C 2.800 1.756 -0.463
C 1.407 1.674 -0.293
C 0.705 0.530 -0.600
C 1.421 -0.557 -1.185
H 0.930 -3.629 -2.629
H 3.412 -3.517 -2.800
H 4.606 -1.517 -1.988
H 4.580 0.739 -1.055
H 3.304 2.676 -0.200
H 0.890 2.543 0.092
O -0.919 1.638 1.679
C -1.591 2.518 1.068
O -1.819 2.430 -0.165
H -2.022 3.353 1.634
N -4.861 0.044 1.959
C -3.530 -0.097 1.950
N -2.896 -0.276 3.117
O -2.902 -0.062 0.863
H -5.395 -0.018 2.807
H -5.349 0.133 1.085
H -3.380 -0.258 3.997
H -1.894 -0.208 3.135


(2)
33
Properties=species:S:1:pos:R:3 method="wB97M-V/def2-TZVPD" e_lumo_ev="2.422 / 1.350" homo_energy_ev="-3.6 / -4.1" total_charge=-1 gap_ha="0.22058 / 0.20165" multiplicity=3
Pt -2.890 0.130 -1.830
Se -0.338 2.738 -2.763
Te -2.675 2.676 -2.105
Te -4.171 0.997 -3.894
Se -5.375 -0.513 -2.276
C 3.603 2.849 2.185
C 2.342 2.092 1.886
C 1.287 2.681 1.200
C 0.112 1.981 0.984
C -0.008 0.686 1.444
C 1.034 0.080 2.117
C 2.209 0.779 2.325
S -1.566 -0.184 1.224
O -1.549 -1.351 2.075
O -2.617 0.781 1.421
N -1.643 -0.590 -0.337
C -1.125 -1.680 -0.928
C -0.187 -2.561 -0.369
C 0.288 -3.588 -1.151
C -0.175 -3.746 -2.457
C -1.126 -2.856 -2.917
N -1.587 -1.859 -2.185
H 3.647 3.773 1.616
H 4.480 2.247 1.956
H 3.643 3.099 3.246
H 1.381 3.692 0.834
H -0.718 2.437 0.464
H 0.907 -0.928 2.482
H 3.034 0.308 2.845
H 0.116 -2.418 0.657
H 1.025 -4.273 -0.750
H 0.191 -4.541 -3.090
H -1.551 -2.938 -3.911


(3)
25
Properties=species:S:1:pos:R:3 method="wB97M-V/def2-TZVPD" e_lumo_ev=0.095 de_lowest_kj_mol=278.1 homo_energy_ev=-8.1 total_charge=0 gap_ha=0.30065 multiplicity=1
C 0.853 -1.411 1.495
C 1.802 -1.437 0.571
C 2.815 -0.486 0.146
C 2.524 0.689 -0.407
C 1.254 1.068 -1.046
N 0.410 -0.055 -1.537
C -0.820 -0.016 -0.845
C -1.833 -0.941 -1.056
C -2.888 -0.782 -0.088
C -2.961 0.299 0.745
C -2.054 1.313 0.828
C -0.887 1.100 0.051
C 0.434 1.786 -0.032
O 0.714 2.770 0.678
H 0.185 -2.262 1.648
H 0.753 -0.693 2.310
H 1.831 -2.218 -0.071
H 3.786 -0.742 0.374
H 3.171 1.490 -0.662
H 1.483 1.691 -1.945
H 0.942 -0.741 -2.213
H -1.881 -1.603 -1.899
H -3.780 -1.404 -0.012
H -3.801 0.388 1.494
H -2.052 2.197 1.471


(4)
26
Properties=species:S:1:pos:R:3 method="wB97M-V/def2-TZVPD" e_lumo_ev=0.734 de_lowest_kj_mol=13.1 homo_energy_ev=-7.4 total_charge=0 gap_ha=0.29988 multiplicity=1
C -2.791 0.936 0.805
C -3.460 -0.220 0.439
C -1.410 0.939 0.909
C -2.760 -1.385 0.173
C -0.694 -0.214 0.637
C -1.379 -1.380 0.276
C 2.774 0.634 0.141
C 1.624 0.219 -0.400
C 0.729 -2.408 0.228
C 2.720 0.436 1.624
C 0.783 -0.296 0.680
C 1.185 0.232 -1.822
N -0.588 -2.509 0.048
O 1.635 -3.177 0.114
O 1.406 -0.041 1.885
H -3.345 1.840 1.005
H -4.537 -0.220 0.365
H -0.878 1.833 1.200
H -3.284 -2.287 -0.109
H 3.635 1.040 -0.356
H 3.452 -0.306 1.974
H 2.876 1.363 2.192
H 0.465 -0.564 -2.005
H 2.035 0.107 -2.489
H 0.703 1.181 -2.060
H -1.046 -3.393 -0.156


(5)
28
Properties=species:S:1:pos:R:3 method="wB97M-V/def2-TZVPD" smiles="COC(=O)c1ccc(=O)n(Cc2ccco2)c1" e_lumo_ev=0.612 de_lowest_kj_mol=0.0 homo_energy_ev=-8.6 total_charge=0 gap_ha=0.33830 multiplicity=1
C 4.457 2.028 0.013
O 3.656 0.856 0.023
C 2.330 1.057 -0.017
O 1.826 2.155 -0.059
C 1.569 -0.203 -0.006
C 2.178 -1.483 0.043
C 1.405 -2.594 0.046
C -0.032 -2.534 0.000
O -0.791 -3.485 -0.004
N -0.567 -1.228 -0.043
C -2.030 -1.171 -0.080
C -2.584 0.206 -0.118
C -2.921 1.021 -1.161
C -3.401 2.222 -0.586
C -3.318 2.049 0.760
O -2.826 0.836 1.054
C 0.199 -0.136 -0.047
H 4.256 2.633 0.900
H 4.243 2.627 -0.874
H 5.490 1.690 0.008
H 3.254 -1.548 0.078
H 1.831 -3.584 0.082
H -2.356 -1.739 -0.957
H -2.396 -1.697 0.809
H -2.840 0.792 -2.204
H -3.756 3.088 -1.105
H -3.569 2.689 1.582
H -0.288 0.829 -0.086


(6)
31
Properties=species:S:1:pos:R:3 method="wB97M-V/def2-TZVPD" e_lumo_ev="5.228 / 5.224" de_lowest_kj_mol=31.4 homo_energy_ev="0.9 / -2.2" total_charge=-2 gap_ha="0.15813 / 0.27344" multiplicity=4
V 1.062 -1.279 -0.971
C 4.577 0.494 -0.359
C 3.197 0.932 0.112
C 3.286 2.028 1.160
O 2.587 -0.239 0.673
C 2.404 1.384 -1.135
O 2.489 2.573 -1.469
O 1.805 0.450 -1.730
H 5.179 0.172 0.493
H 5.076 1.320 -0.869
H 4.471 -0.345 -1.047
H 3.854 1.669 2.024
H 2.285 2.321 1.485
H 3.767 2.909 0.742
H 1.866 0.034 1.257
O -2.463 -1.994 -2.903
C -2.241 -1.544 -1.771
N -0.999 -1.292 -1.217
C -1.135 -0.719 0.026
O -0.039 -0.331 0.598
C -2.511 -0.619 0.376
C -3.219 -0.135 1.488
C -4.595 -0.188 1.484
C -5.306 -0.710 0.369
C -4.614 -1.175 -0.741
C -3.228 -1.141 -0.752
H -2.686 0.273 2.341
H -5.149 0.179 2.343
H -6.390 -0.736 0.387
H -5.145 -1.569 -1.602
O 1.814 -2.720 -0.791